16
Properties=species:S:1:pos:R:3:forces:R:3:lowdin_charge:R:1 method="wB97M-V/def2-TZVPD" homo_lumo_gap_ha=0.333 mol_weight_g_mol=154.2 total_energy_ha=-815.01930 lumo_energy_ev=0.28 e_above_lowest_kcal_mol=85.4
N 2.73577 -0.47220 0.02768 -2.02 1.38 -0.18 -0.717
H -0.41617 2.65127 -0.29702 0.79 -0.72 -0.35 0.118
H 4.01459 -1.80684 0.10370 0.08 -0.12 0.70 0.084
C 0.22472 0.51137 -0.36535 0.18 0.51 -0.17 -0.512
H -1.86780 -2.05661 0.12565 0.24 2.08 0.29 0.142
C -1.53202 -0.94755 0.08300 -2.75 -3.33 0.11 -0.100
C -0.65737 1.57837 -0.25268 1.03 1.84 0.36 -0.115
S 1.90994 0.74912 -0.82896 0.23 2.54 -3.08 1.054
O 2.09511 -0.52188 1.06444 1.33 -2.53 3.38 -0.116
H -2.65864 2.25670 0.21188 0.73 -0.64 0.07 0.121
C -2.44014 0.09621 0.22608 0.96 0.48 -0.07 -0.073
C -1.95704 1.40042 0.12533 -1.93 -0.82 -0.44 -0.092
H -3.46220 -0.08095 0.43824 -0.78 -0.27 0.19 0.090
N 3.66732 -1.07161 -0.49679 0.81 -0.46 -0.78 0.129
H 0.57881 -1.50972 0.03906 -1.54 0.08 -1.01 0.123
C -0.23488 -0.77609 -0.20428 2.64 -0.03 0.95 -0.134